# C7H16Cl2Si

C7H16Cl2Si in the gas phase (ωB97M-V/def2-TZVPD, the Open Molecules 2025 dataset).

Its HOMO energy is -0.354 Ha. The frontier orbital gap comes out at 10.3 eV. As for the LUMO energy: 0.7236 eV. As for the SMILES: CCC[Si](Cl)(Cl)C(C)(C)C.

```
26
C7H16Cl2Si ωB97M-V/def2-TZVPD
C -3.999 -0.349 -0.291
C -2.814 0.628 0.135
C -1.509 -0.059 -0.112
Si 0.107 0.932 0.057
Cl 0.078 1.911 1.767
Cl 0.140 2.235 -1.527
C 1.771 -0.108 0.075
C 1.598 -1.361 -0.774
C 2.819 0.917 -0.515
C 2.142 -0.630 1.444
H -3.459 -1.384 -0.262
H -4.812 -0.241 0.378
H -4.197 -0.085 -1.275
H -2.818 1.594 -0.389
H -3.137 0.900 1.110
H -1.441 -0.562 -1.121
H -1.434 -1.017 0.553
H 0.669 -1.744 -0.486
H 1.656 -0.915 -1.705
H 2.416 -1.984 -0.530
H 2.673 1.831 -0.090
H 2.723 1.162 -1.489
H 3.853 0.611 -0.285
H 1.783 -0.060 2.240
H 1.997 -1.707 1.521
H 3.195 -0.515 1.569
```

# C7H16ClN2

2 unconnected molecules or ions with the total composition C7H16ClN2 (ωB97M-V/def2-TZVPD, the Open Molecules 2025 dataset).

Its HOMO energy is -0.405 Ha. The frontier orbital gap comes out at 5.6 eV. The total charge is +1. As for the LUMO energy: -5.3950 eV.

```
26
C7H16ClN2 ωB97M-V/def2-TZVPD
C -2.167 -1.654 1.748
N -0.799 -2.157 1.591
C -0.613 -3.613 1.685
C 0.186 -1.292 1.525
Cl 1.788 -1.741 1.189
H -2.846 -2.507 1.768
H -2.266 -1.079 2.676
H -2.434 -0.998 0.912
H -1.614 -4.055 1.718
H -0.074 -4.004 0.818
H -0.071 -3.886 2.599
H 0.020 -0.272 1.893
C 1.344 3.031 -1.471
C 0.729 2.205 -2.632
C 0.135 0.930 -1.982
N 0.498 0.996 -0.613
C 1.090 2.213 -0.181
H 2.421 3.136 -1.630
H 0.900 4.027 -1.407
H -0.035 2.772 -3.170
H 1.518 1.923 -3.335
H -0.961 0.903 -2.116
H 0.544 0.031 -2.472
H 0.240 0.277 0.029
H 2.039 2.041 0.354
H 0.429 2.774 0.505
```

# C7H16IO5W

A molecular structure, C7H16IO5W (ωB97M-V/def2-TZVPD, the Open Molecules 2025 dataset).

Its HOMO energy (alpha / beta) is -0.794 / -0.794 Ha. The frontier orbital gap (alpha / beta) comes out at 6.7 / 6.6 eV. The total charge is +3. As for the LUMO energy (alpha / beta): -14.9481 / -14.9612 eV.

```
30
C7H16IO5W ωB97M-V/def2-TZVPD
W 0.205 0.052 -0.735
C 1.383 -2.905 -1.013
O 0.502 -1.963 -0.252
C 0.147 -2.416 1.112
C 0.379 -1.250 2.033
O -0.185 -0.091 1.286
C -0.829 1.013 2.042
C -0.632 2.224 1.169
O -0.855 1.754 -0.223
C -1.720 2.670 -1.044
H 0.876 -3.867 -1.022
H 1.470 -2.515 -2.022
H 2.347 -2.945 -0.513
H -0.894 -2.735 1.076
H 0.789 -3.256 1.373
H -0.164 -1.358 2.971
H 1.428 -1.024 2.215
H -1.870 0.728 2.180
H -0.322 1.121 3.000
H -1.363 3.001 1.385
H 0.375 2.634 1.220
H -1.260 3.654 -1.007
H -1.735 2.277 -2.054
H -2.712 2.653 -0.599
I -1.878 -0.862 -1.985
C 0.783 0.597 -2.754
H 0.137 0.817 -3.608
H 1.846 0.709 -2.994
O 1.674 1.298 -0.621
O 2.078 -0.017 -0.617
```

# C7H16N

A gas-phase ion, C7H16N (charge +1) (ωB97M-V/def2-TZVPD, the Open Molecules 2025 dataset).

Its HOMO energy is -0.461 Ha. The frontier orbital gap comes out at 9.0 eV. The total charge is +1. As for the LUMO energy: -3.5023 eV. As for the SMILES: C=C(C)CC[C@H](C)[NH3+].

```
24
C7H16N ωB97M-V/def2-TZVPD
C -2.956 0.014 1.422
C -1.717 0.258 1.005
C -1.319 1.727 1.089
C -0.623 -0.753 0.804
C -0.153 -0.657 -0.683
C 1.235 0.004 -0.728
C 1.715 0.194 -2.162
N 2.347 -0.888 0.032
H -3.728 0.696 1.800
H -3.408 -0.973 1.329
H -0.647 1.882 1.955
H -0.747 2.045 0.192
H -2.143 2.409 1.254
H -1.266 -1.638 0.812
H 0.167 -0.776 1.549
H -0.860 -0.142 -1.405
H -0.121 -1.655 -1.142
H 1.159 0.871 -0.024
H 1.660 -0.741 -2.706
H 2.742 0.558 -2.319
H 1.054 0.913 -2.625
H 1.899 -1.277 0.865
H 2.504 -1.659 -0.615
H 3.204 -0.410 0.300
```

# C7H16N

A gas-phase ion, C7H16N (charge +2) (ωB97M-V/def2-TZVPD, the Open Molecules 2025 dataset).

Its HOMO energy (alpha / beta) is -0.676 / -0.721 Ha. The frontier orbital gap (alpha / beta) comes out at 10.8 / 8.7 eV. The total charge is +2. Its spin multiplicity is 2. As for the LUMO energy (alpha / beta): -7.6183 / -10.9294 eV.

```
24
C7H16N ωB97M-V/def2-TZVPD
C -1.670 0.976 -1.325
C -1.311 -0.373 -0.685
C 0.106 -0.861 -0.942
C 1.310 -0.011 -0.390
C 1.721 -0.560 0.930
C 1.772 0.230 2.085
C 1.570 -0.307 3.439
N -2.648 0.826 -2.505
H -2.191 1.612 -0.627
H -0.838 1.545 -1.714
H -1.609 -0.323 0.367
H -2.031 -1.126 -1.028
H 0.267 -0.882 -2.019
H 0.173 -1.907 -0.650
H 1.034 1.031 -0.241
H 2.103 -0.157 -1.121
H 1.894 -1.632 0.999
H 1.794 1.300 2.017
H 0.652 -0.914 3.424
H 2.346 -1.012 3.770
H 1.486 0.493 4.167
H -2.662 -0.153 -2.806
H -3.602 1.035 -2.209
H -2.405 1.374 -3.332
```

# C7H16N2

C7H16N2 in the gas phase (ωB97M-V/def2-TZVPD, the Open Molecules 2025 dataset).

Its HOMO energy is -0.283 Ha. The frontier orbital gap comes out at 8.8 eV. As for the LUMO energy: 1.0713 eV. As for the SMILES: C[C@H]1[C@@H](N)[C@@H](C)N[C@@H]1C.

```
25
C7H16N2 ωB97M-V/def2-TZVPD
C 1.481 -0.289 -1.578
C 0.601 0.630 -0.754
C -0.857 0.573 -0.981
N -1.314 -0.235 -2.071
C -1.506 0.020 0.695
C -1.697 -1.482 0.653
N -0.454 0.421 1.555
C 0.824 0.201 1.000
C 1.935 0.987 1.655
H 2.532 -0.140 -1.325
H 1.253 -1.342 -1.397
H 1.345 -0.104 -2.648
H 0.974 1.654 -0.774
H -1.318 1.557 -1.053
H -0.940 -1.174 -2.035
H -2.323 -0.304 -2.084
H -2.432 0.541 0.938
H -2.616 -1.733 0.118
H -0.871 -1.976 0.143
H -1.763 -1.889 1.664
H -0.566 1.380 1.866
H 1.041 -0.865 0.963
H 2.867 0.836 1.111
H 1.710 2.056 1.649
H 2.094 0.676 2.689
```

# C7H16N2O

2 unconnected molecules or ions with the total composition C7H16N2O (ωB97M-V/def2-TZVPD, the Open Molecules 2025 dataset).

Its HOMO energy is -0.280 Ha. The frontier orbital gap comes out at 8.3 eV. As for the LUMO energy: 0.6881 eV. As for the SMILES: C=C(C)N(C)N.C/C=C\O.

```
26
C7H16N2O ωB97M-V/def2-TZVPD
C -1.656 1.537 -1.151
C -0.950 0.449 -0.763
C -0.380 -0.427 -1.847
N -1.230 -0.209 0.471
C -1.314 -1.652 0.566
N -2.129 0.404 1.378
H -1.645 1.861 -2.176
H -2.223 2.170 -0.489
H -0.214 0.150 -2.752
H 0.606 -0.791 -1.573
H -1.011 -1.287 -2.068
H -0.394 -2.101 0.198
H -2.157 -2.073 0.006
H -1.459 -1.885 1.619
H -1.762 1.317 1.636
H -3.029 0.566 0.921
C 1.901 1.566 0.545
C 1.725 0.232 1.200
C 2.150 -0.958 0.726
O 2.630 -1.062 -0.552
H 2.585 2.190 1.120
H 0.929 2.060 0.580
H 2.210 1.447 -0.490
H 1.582 0.268 2.272
H 2.310 -1.819 1.367
H 2.925 -1.956 -0.745
```

# C7H16N2O

3 unconnected molecules or ions with the total composition C7H16N2O (ωB97M-V/def2-TZVPD, the Open Molecules 2025 dataset).

Its HOMO energy (alpha / beta) is -0.271 / -0.233 Ha. The frontier orbital gap (alpha / beta) comes out at 8.2 / 6.9 eV. As for the LUMO energy (alpha / beta): 0.7872 / 0.5478 eV.

```
26
C7H16N2O ωB97M-V/def2-TZVPD
C -1.027 0.604 -0.188
C 1.628 0.339 0.445
C -0.377 -1.580 -0.878
C -1.263 1.643 0.872
C 2.037 -0.697 1.433
C 2.309 0.384 -0.878
N -0.579 -0.580 0.157
N -1.050 1.081 -1.474
C -2.938 -0.845 0.484
O -3.264 -1.948 0.172
H 1.382 1.307 0.867
H -1.486 1.971 -1.645
H -1.118 0.422 -2.233
H -3.234 -0.476 1.518
H 0.207 -1.215 -1.730
H 0.146 -2.428 -0.439
H -1.326 -1.939 -1.287
H -0.712 2.562 0.663
H -2.329 1.887 0.894
H -0.980 1.248 1.843
H 1.353 -0.730 2.283
H 2.064 -1.690 0.977
H 3.044 -0.501 1.836
H 1.782 1.033 -1.582
H 2.388 -0.613 -1.321
H 3.342 0.763 -0.794
```

Computed values of energy above the lowest of the compared OMol25 structures with the same formula, charge and spin (unit: eV) for the preceding records, in sequence: 0.0000 1.8147 1.8694 1.4562 0.5638 1.5205 3.9282 5.6864.
Computed values of maximum force (unit: eV/Å) for the preceding records, in sequence: 4.5 2.0 0.6 4.1 1.6 3.4 3.6 1.9.
Computed values of calculated total energy (unit: a.u.) for the preceding records, in sequence: -1486.2489 -845.7056 -1015.9248 -330.7751 -330.3637 -385.7847 -460.9595 -460.8949.